C22H24Br2NOOs | ωB97M-V/def2-TZVPD

XYZ file:
```
51
C22H24Br2NOOs (ωB97M-V/def2-TZVPD)
Os -0.02 0.04 -0.07
C 2.01 1.15 2.69
C 0.99 0.15 2.28
C -0.38 0.56 2.09
C -0.82 1.94 2.46
C -1.38 -0.44 1.75
C -2.82 -0.08 1.87
C -0.95 -1.77 1.42
C -1.96 -2.81 1.07
C 0.42 -2.16 1.66
C 0.85 -3.56 1.42
C 1.33 -1.24 2.25
C 2.59 -1.69 2.88
H 1.88 1.40 3.75
H 1.92 2.08 2.13
H 3.02 0.78 2.56
H -1.25 1.94 3.46
H -1.60 2.30 1.79
H 0.00 2.65 2.45
H -3.09 0.81 1.28
H -3.03 0.17 2.91
H -3.49 -0.88 1.58
H -2.43 -3.16 2.00
H -1.54 -3.68 0.59
H -2.77 -2.43 0.45
H 0.47 -4.21 2.22
H 1.93 -3.67 1.40
H 0.45 -3.96 0.49
H 3.44 -1.57 2.20
H 2.55 -2.73 3.17
H 2.81 -1.10 3.76
C -1.10 -1.89 -2.57
C -0.72 -0.52 -3.03
C -0.91 -0.10 -4.36
C -0.53 1.16 -4.76
C 0.10 2.02 -3.83
C 0.64 3.32 -4.11
Br 0.51 4.06 -5.85
C 1.29 4.05 -3.12
C 1.39 3.58 -1.82
Br 2.27 4.54 -0.46
C 0.85 2.31 -1.47
O 0.90 1.81 -0.30
C 0.23 1.55 -2.52
N -0.20 0.31 -2.13
H -0.64 -2.64 -3.22
H -2.17 -2.04 -2.65
H -0.76 -2.06 -1.54
H -1.34 -0.79 -5.07
H -0.69 1.48 -5.77
H 1.73 5.00 -3.38
```

Values from the calculation:
Gap between HOMO and LUMO (alpha / beta) in eV: 6.849 / 5.744
Total charge: +3
Multiplicity: 5
⟨S²⟩: 6.0504
E_LUMO (alpha / beta) in eV: -10.895 / -12.585